1.
# C45H29Br2Cl4N6O5S2W

A molecular structure, C45H29Br2Cl4N6O5S2W at a distorted geometry (ωB97M-V/def2-TZVPD, OMol25).

Total charge ... +1
LUMO energy (alpha / beta) ... -0.1390 / -0.1396 Eh
Gap between HOMO and LUMO (alpha / beta) ... 5.4 / 6.4 eV
HOMO energy (alpha / beta) ... -9.215 / -10.186 eV
Multiplicity ... 3

CARTESIAN COORDINATES (ANGSTROEM)
W 0.33 -0.38 -1.45
Cl 3.45 -6.38 -2.76
C 2.93 -4.74 -2.84
C 3.47 -3.87 -3.79
Cl 4.66 -4.43 -4.90
C 3.05 -2.54 -3.84
Cl 3.68 -1.43 -5.00
C 2.11 -2.10 -2.94
O 1.61 -0.86 -2.89
C 1.55 -2.97 -2.00
O 0.63 -2.41 -1.22
C 1.96 -4.29 -1.94
Cl 1.26 -5.31 -0.74
O -6.17 -4.24 -0.07
N -5.67 -3.62 -0.98
O -6.10 -3.58 -2.11
C -4.36 -2.97 -0.70
C -4.10 -2.72 0.59
C -2.91 -2.05 0.98
C -2.62 -1.75 2.33
C -1.45 -1.10 2.63
C -0.57 -0.77 1.60
N -0.83 -1.04 0.33
C -2.00 -1.65 0.01
C -2.30 -1.89 -1.38
N -1.41 -1.44 -2.30
C -1.57 -1.71 -3.58
C -2.65 -2.45 -4.03
C -3.61 -2.87 -3.14
C -3.46 -2.58 -1.77
H -4.82 -3.02 1.34
H -3.32 -2.04 3.10
H -1.18 -0.86 3.65
H 0.37 -0.29 1.81
H -0.81 -1.34 -4.25
H -2.74 -2.68 -5.08
H -4.46 -3.43 -3.48
S 2.30 -0.87 0.03
C 2.67 0.55 0.95
N 3.44 0.44 2.05
C 3.91 1.68 2.65
C 2.78 2.69 2.68
N 2.27 2.88 1.33
C 1.57 4.14 1.08
C 0.44 4.32 2.08
C -0.64 3.43 2.05
C -1.64 3.53 3.00
C -1.59 4.52 3.97
C -0.53 5.41 3.99
C 0.48 5.31 3.05
C 2.16 1.79 0.53
S 1.45 1.88 -1.04
C 3.86 -0.85 2.60
C 2.76 -1.55 3.38
C 2.29 -1.00 4.56
C 1.32 -1.66 5.31
C 0.81 -2.87 4.87
C 1.28 -3.42 3.68
C 2.25 -2.76 2.94
H 4.76 2.08 2.07
H 4.26 1.48 3.66
H 3.14 3.65 3.05
H 1.99 2.34 3.35
H 1.17 4.11 0.07
H 2.28 4.96 1.14
H -0.68 2.66 1.28
H -2.48 2.84 2.97
H -2.38 4.60 4.71
H -0.49 6.19 4.74
H 1.32 6.00 3.07
H 4.71 -0.65 3.24
H 4.21 -1.49 1.79
H 2.69 -0.06 4.93
H 0.97 -1.23 6.24
H 0.07 -3.40 5.45
H 0.89 -4.37 3.33
H 2.61 -3.20 2.02
Br -3.97 2.03 -0.21
C -2.96 2.35 -1.76
C -3.43 3.25 -2.74
C -2.73 3.45 -3.89
Br -3.39 4.68 -5.17
C -1.54 2.73 -4.16
C -0.75 2.82 -5.32
C 0.36 2.03 -5.43
C 0.71 1.14 -4.40
N -0.01 1.03 -3.30
C -1.10 1.84 -3.17
C -1.79 1.66 -1.95
O -1.24 0.83 -1.09
H -4.35 3.79 -2.55
H -1.03 3.51 -6.11
H 1.00 2.07 -6.31
H 1.58 0.51 -4.48

=====

2.
# C45H32F9N4O5PRuS

A molecular structure, C45H32F9N4O5PRuS at a distorted geometry (ωB97M-V/def2-TZVPD, OMol25).

Total charge ... -1
LUMO energy (alpha / beta) ... 0.0789 / 0.0469 Eh
Gap between HOMO and LUMO (alpha / beta) ... 5.4 / 6.7 eV
HOMO energy (alpha / beta) ... -3.230 / -5.413 eV
Multiplicity ... 6

CARTESIAN COORDINATES (ANGSTROEM)
Ru 1.96 1.22 0.70
C 1.58 -3.20 -2.98
C 1.18 -1.89 -2.87
C 1.54 -1.09 -1.81
C 2.36 -1.62 -0.81
C 2.77 -2.96 -0.90
C 2.41 -3.71 -2.00
N 2.65 -0.81 0.28
N 3.52 -1.32 1.15
C 3.98 -0.37 2.06
C 5.02 -0.68 2.94
C 5.47 0.33 3.77
C 4.96 1.62 3.73
C 3.92 1.90 2.84
C 3.43 0.92 2.01
H 1.31 -3.78 -3.86
H 0.55 -1.45 -3.63
H 1.25 -0.06 -1.74
H 3.44 -3.33 -0.15
H 2.81 -4.73 -2.02
H 5.45 -1.65 3.01
H 6.33 0.11 4.39
H 5.36 2.39 4.39
H 3.48 2.88 2.81
C 5.41 1.74 -1.99
C 4.94 2.75 -2.89
C 3.70 3.29 -2.75
C 2.83 2.85 -1.69
N 3.31 1.87 -0.87
C 4.53 1.37 -1.01
C 1.50 3.31 -1.42
C 0.78 4.28 -2.18
C -0.52 4.54 -1.85
C -1.15 3.94 -0.73
C -0.40 3.01 -0.03
N 0.86 2.68 -0.38
H 6.38 1.29 -2.08
H 5.60 3.11 -3.70
H 3.35 4.04 -3.48
H 4.76 0.58 -0.30
H 1.25 4.76 -3.03
H -1.08 5.28 -2.40
H -2.15 4.19 -0.45
H -0.76 2.46 0.82
O -1.06 1.00 2.81
S -0.06 1.81 3.50
O -0.55 2.74 4.48
O 0.99 2.34 2.59
O 0.79 0.73 4.45
C -0.44 -1.14 5.25
C 0.61 -0.61 4.34
O 1.32 -1.31 3.68
H -0.06 -1.03 6.28
H -0.60 -2.20 5.06
H -1.37 -0.56 5.22
F -2.03 0.94 -6.81
C -2.89 0.21 -6.09
F -4.13 0.76 -6.24
F -2.96 -1.02 -6.66
C -2.49 0.16 -4.64
C -3.31 -0.59 -3.79
C -3.02 -0.69 -2.45
C -1.89 -0.05 -1.94
C -1.11 0.71 -2.77
C -1.40 0.82 -4.13
P -1.40 -0.18 -0.14
C -2.95 0.36 0.66
C -3.61 1.45 0.13
C -4.74 1.95 0.77
C -5.15 1.34 1.96
C -4.48 0.26 2.49
C -3.37 -0.25 1.83
C -6.33 1.90 2.67
F -6.20 3.15 3.11
F -7.40 1.91 1.84
F -6.65 1.15 3.76
C -1.45 -1.99 0.23
C -2.53 -2.84 -0.01
C -2.41 -4.22 0.19
C -1.19 -4.74 0.63
C -0.13 -3.90 0.90
C -0.27 -2.53 0.71
C -0.97 -6.24 0.76
F -2.10 -6.92 0.55
F -0.06 -6.65 -0.15
F -0.44 -6.58 1.94
H -4.25 -1.02 -4.16
H -3.70 -1.22 -1.83
H -0.22 1.24 -2.36
H -0.76 1.43 -4.76
H -3.27 1.92 -0.79
H -5.26 2.84 0.41
H -4.79 -0.13 3.44
H -2.80 -1.06 2.27
H -3.49 -2.46 -0.34
H -3.25 -4.90 0.01
H 0.83 -4.28 1.28
H 0.57 -1.92 0.98

=====

| no. | E_tot (hartree) |
| --- | --- |
| 1 | -10289.1346 |
| 2 | -4062.5534 |